No. 1
{
  "formula": "C7H12N3P3",
  "method": "ωB97M-V with the def2-TZVPD basis set",
  "total_charge": 0,
  "homo_energy_ev": -8.18,
  "relative_energy_kcal_mol": 0.0,
  "homo_lumo_gap_ev": 8.2,
  "energy_ha": -1462.20077,
  "smiles": "C1=C[C@]2(N3P=N[P@H]4=[P@@H]3N4)CC[C@H]1C2",
  "symbols": ["C", "C", "C", "N", "P", "N", "P", "P", "N", "C", "C", "C", "C", "H", "H", "H", "H", "H", "H", "H", "H", "H", "H", "H", "H"],
  "positions_angstrom": [[1.945, -0.528, -1.561], [0.673, -0.153, -1.524], [0.273, 0.083, -0.093], [-1.140, 0.099, 0.167], [-1.976, 1.558, 0.381], [-3.520, 1.269, 0.395], [-4.301, -0.066, -0.179], [-2.005, -1.322, -0.406], [-3.379, -1.362, 0.590], [0.941, 1.441, 0.277], [2.464, 1.115, 0.224], [2.512, -0.463, -0.206], [1.294, -0.900, 0.534], [2.510, -0.781, -2.483], [-0.043, -0.028, -2.362], [-5.302, 0.269, 0.804], [-0.982, -2.014, 0.359], [-3.076, -1.323, 1.650], [0.646, 1.608, 1.238], [0.721, 2.262, -0.344], [3.046, 1.701, -0.518], [2.977, 1.114, 1.133], [3.454, -0.913, 0.072], [0.912, -1.894, 0.331], [1.356, -0.773, 1.524]],
  "forces_ev_per_a": [[0.871, -0.262, -2.597], [-1.145, -0.383, -1.308], [1.445, 1.372, -1.037], [-0.795, 0.810, -0.111], [-0.402, -0.160, 0.556], [2.310, 1.628, -0.825], [-1.434, -0.212, 1.456], [1.372, -1.050, 0.222], [0.960, -0.079, 2.209], [2.317, -1.801, -1.224], [-0.183, -1.206, -2.370], [-0.618, 1.733, 0.580], [-2.112, -1.012, -1.449], [-0.416, 0.412, 0.734], [0.751, -0.025, 0.555], [-0.243, -1.312, -0.339], [-1.196, -0.698, -0.325], [-1.263, 0.229, -2.576], [-0.677, 1.007, 2.747], [-0.577, 0.869, -0.777], [-0.504, -0.190, 0.508], [0.545, 0.564, 1.707], [0.093, -0.278, -0.318], [0.608, -0.418, -0.109], [0.292, 0.461, 4.089]],
  "lowdin_charge": [-0.069, -0.070, -0.571, -0.516, 0.842, -0.664, 0.587, 0.746, -0.569, -0.164, -0.078, -0.240, -0.128, 0.123, 0.121, -0.068, -0.030, 0.090, 0.056, 0.083, 0.118, 0.080, 0.138, 0.099, 0.086]
}


No. 2
{
  "formula": "C26H29N5O3",
  "method": "ωB97M-V with the def2-TZVPD basis set",
  "total_charge": 0,
  "homo_energy_ev": -8.24,
  "relative_energy_kcal_mol": 32.3,
  "homo_lumo_gap_ev": 8.5,
  "energy_ha": -1507.69238,
  "smiles": "CC[C@H](C(=O)NCCc1ccccc1OC)n1nc(C)c2c(C)n(-c3ccccc3)nc2c1=O",
  "symbols": ["C", "C", "C", "C", "O", "N", "C", "C", "C", "C", "C", "C", "C", "C", "O", "C", "N", "N", "C", "C", "C", "C", "C", "N", "C", "C", "C", "C", "C", "C", "N", "C", "C", "O", "H", "H", "H", "H", "H", "H", "H", "H", "H", "H", "H", "H", "H", "H", "H", "H", "H", "H", "H", "H", "H", "H", "H", "H", "H", "H", "H", "H", "H"],
  "positions_angstrom": [[4.069, 2.310, 2.101], [4.236, 1.895, 0.645], [3.441, 0.639, 0.306], [3.728, 0.184, -1.138], [4.184, 0.925, -1.984], [3.441, -1.112, -1.343], [3.483, -1.699, -2.662], [2.112, -2.249, -3.069], [0.998, -1.279, -2.776], [1.031, 0.024, -3.241], [0.005, 0.912, -2.965], [-1.082, 0.486, -2.228], [-1.134, -0.810, -1.743], [-0.093, -1.696, -1.996], [-0.065, -2.983, -1.548], [-0.946, -3.354, -0.514], [2.002, 0.854, 0.449], [1.578, 2.083, 0.150], [0.343, 2.430, 0.267], [-0.012, 3.828, -0.120], [-0.609, 1.490, 0.766], [-1.960, 1.482, 1.097], [-2.992, 2.536, 0.934], [-2.216, 0.228, 1.553], [-3.428, -0.289, 2.045], [-4.238, 0.458, 2.892], [-5.421, -0.086, 3.361], [-5.793, -1.370, 3.001], [-4.969, -2.123, 2.181], [-3.788, -1.588, 1.703], [-1.150, -0.572, 1.517], [-0.157, 0.173, 1.055], [1.219, -0.216, 0.828], [1.694, -1.338, 0.948], [4.367, 1.503, 2.768], [3.033, 2.566, 2.310], [4.684, 3.180, 2.316], [5.285, 1.685, 0.433], [3.912, 2.696, -0.018], [3.696, -0.178, 0.992], [2.961, -1.628, -0.612], [3.815, -0.909, -3.340], [4.223, -2.507, -2.682], [1.916, -3.171, -2.522], [2.130, -2.483, -4.136], [1.878, 0.356, -3.822], [0.057, 1.927, -3.329], [-1.903, 1.159, -2.025], [-1.992, -1.125, -1.170], [-1.984, -3.391, -0.867], [-0.638, -4.355, -0.215], [-0.856, -2.677, 0.340], [0.896, 4.363, -0.380], [-0.676, 3.820, -0.983], [-0.515, 4.338, 0.700], [-3.983, 2.094, 0.841], [-2.780, 3.116, 0.039], [-2.995, 3.222, 1.782], [-3.935, 1.443, 3.207], [-6.050, 0.496, 4.018], [-6.718, -1.787, 3.369], [-5.246, -3.131, 1.912], [-3.129, -2.167, 1.076]],
  "forces_ev_per_a": [[0.013, -0.076, -0.208], [-0.154, -0.107, 0.071], [0.560, 0.202, -0.236], [0.033, -0.120, 0.604], [0.085, 0.352, -0.239], [-0.053, -0.581, -0.121], [0.043, -0.007, -0.199], [0.117, 0.047, 0.113], [-0.070, -0.294, 0.041], [-0.094, -0.090, 0.070], [-0.071, 0.151, -0.035], [0.007, 0.034, -0.120], [-0.133, -0.283, 0.048], [0.051, 0.190, -0.147], [0.176, 0.162, -0.283], [-0.112, -0.049, 0.245], [-0.279, -0.693, 0.384], [-0.286, 1.098, -0.362], [0.243, 0.023, -0.003], [0.059, -0.088, 0.000], [-0.018, -0.871, 0.446], [0.396, 0.213, -0.245], [-0.072, 0.076, 0.030], [0.649, 0.501, -0.328], [-0.721, -0.393, 0.299], [0.214, -0.034, -0.105], [-0.079, -0.023, -0.010], [-0.048, 0.005, 0.049], [-0.002, 0.018, 0.011], [0.085, 0.131, -0.050], [0.653, -0.678, 0.235], [-1.047, 0.830, 0.110], [0.268, -0.158, -0.019], [-0.220, -0.182, 0.143], [0.023, -0.048, 0.138], [-0.096, 0.046, 0.097], [0.035, 0.083, 0.085], [-0.018, -0.009, -0.074], [0.168, -0.069, -0.022], [-0.059, 0.153, -0.134], [0.071, 0.230, 0.069], [0.008, -0.153, 0.057], [-0.040, 0.111, -0.110], [0.056, -0.011, -0.139], [0.009, -0.100, 0.015], [0.159, 0.037, -0.053], [0.004, 0.108, -0.048], [-0.064, 0.055, 0.018], [-0.063, -0.060, 0.098], [0.025, 0.009, 0.016], [-0.075, 0.042, 0.007], [-0.044, -0.077, -0.083], [0.020, 0.060, -0.018], [-0.099, 0.066, -0.082], [-0.072, 0.099, 0.035], [-0.029, 0.078, -0.031], [-0.024, 0.026, -0.024], [-0.079, 0.039, 0.010], [0.050, 0.096, 0.010], [-0.041, 0.047, 0.054], [-0.077, -0.037, 0.036], [-0.014, -0.084, -0.031], [0.075, -0.044, -0.086]],
  "lowdin_charge": [-0.094, -0.206, -0.183, -0.448, 0.069, 0.086, -0.162, -0.107, -0.152, -0.026, -0.083, -0.094, -0.027, -0.228, -0.093, -0.081, 0.010, 0.163, -0.269, -0.015, -0.062, -0.169, -0.008, -0.031, -0.182, -0.021, -0.073, -0.082, -0.068, -0.001, 0.179, -0.133, -0.342, 0.060, 0.074, 0.061, 0.070, 0.121, 0.104, 0.154, 0.122, 0.112, 0.121, 0.111, 0.124, 0.119, 0.102, 0.103, 0.099, 0.090, 0.098, 0.067, 0.084, 0.077, 0.081, 0.084, 0.077, 0.091, 0.113, 0.107, 0.104, 0.107, 0.094]
}


No. 3
{
  "formula": "C41H37F6InNO",
  "method": "ωB97M-V with the def2-TZVPD basis set",
  "total_charge": -1,
  "homo_energy_ev": -5.08,
  "homo_lumo_gap_ev": 7.3,
  "energy_ha": -2503.81692,
  "symbols": ["O", "In", "C", "C", "C", "C", "N", "C", "H", "H", "H", "H", "H", "H", "H", "F", "C", "C", "C", "C", "C", "C", "H", "H", "H", "H", "H", "F", "C", "C", "C", "C", "C", "C", "H", "H", "H", "H", "H", "F", "C", "C", "C", "C", "C", "C", "H", "H", "H", "H", "H", "F", "C", "C", "C", "C", "C", "C", "H", "H", "H", "H", "H", "F", "C", "C", "C", "C", "C", "C", "H", "H", "H", "H", "H", "F", "C", "C", "C", "C", "C", "C", "H", "H", "H", "H", "H"],
  "positions_angstrom": [[1.261, 0.781, -0.459], [0.030, 0.941, -2.180], [-1.838, -0.256, -1.665], [-2.083, -1.456, -2.460], [-3.296, -2.186, -2.031], [-4.021, -1.629, -0.918], [-3.794, -0.508, -0.207], [-2.687, 0.192, -0.578], [1.082, -0.129, -0.166], [0.851, 0.252, -3.641], [-0.379, 2.643, -2.531], [-1.426, -1.800, -3.280], [-3.616, -3.121, -2.552], [-4.916, -2.222, -0.596], [-2.408, 1.121, -0.041], [1.178, -2.273, 0.141], [2.356, -2.875, -0.069], [2.427, -3.952, -0.933], [3.651, -4.571, -1.151], [4.786, -4.110, -0.496], [4.698, -3.028, 0.373], [3.478, -2.404, 0.585], [1.530, -4.301, -1.429], [3.719, -5.411, -1.831], [5.741, -4.594, -0.665], [5.583, -2.670, 0.886], [3.392, -1.555, 1.252], [1.336, 8.398, -1.326], [0.799, 7.336, -0.689], [-0.456, 7.451, -0.123], [-1.011, 6.356, 0.529], [-0.297, 5.166, 0.614], [0.966, 5.066, 0.044], [1.516, 6.157, -0.617], [-0.991, 8.389, -0.194], [-1.995, 6.429, 0.970], [-0.727, 4.313, 1.125], [1.522, 4.139, 0.114], [2.496, 6.095, -1.075], [6.644, -3.050, -3.031], [6.417, -1.721, -3.017], [5.484, -1.201, -2.138], [5.255, 0.169, -2.122], [5.954, 1.000, -2.990], [6.886, 0.463, -3.871], [7.124, -0.906, -3.881], [4.940, -1.864, -1.472], [4.530, 0.588, -1.433], [5.771, 2.068, -2.980], [7.427, 1.111, -4.550], [7.852, -1.341, -4.555], [-3.298, 8.020, 0.150], [-3.777, 9.269, 0.034], [-4.423, 9.641, -1.130], [-4.922, 10.932, -1.247], [-4.760, 11.836, -0.204], [-4.104, 11.450, 0.959], [-3.613, 10.156, 1.082], [-4.532, 8.925, -1.935], [-5.437, 11.233, -2.151], [-5.146, 12.844, -0.298], [-3.974, 12.156, 1.770], [-3.107, 9.834, 1.984], [2.928, -6.442, 1.182], [1.648, -6.832, 1.305], [0.635, -5.996, 0.868], [-0.686, -6.405, 0.993], [-0.980, -7.639, 1.563], [0.046, -8.467, 2.003], [1.369, -8.064, 1.869], [0.880, -5.037, 0.434], [-1.487, -5.763, 0.647], [-2.012, -7.955, 1.664], [-0.184, -9.426, 2.451], [2.182, -8.700, 2.198], [-3.895, -5.432, 1.255], [-3.864, -5.260, 2.588], [-4.327, -6.270, 3.412], [-4.289, -6.094, 4.789], [-3.800, -4.909, 5.325], [-3.342, -3.900, 4.484], [-3.369, -4.078, 3.108], [-4.712, -7.183, 2.976], [-4.642, -6.881, 5.445], [-3.775, -4.771, 6.399], [-2.965, -2.975, 4.901], [-3.008, -3.306, 2.438]],
  "forces_ev_per_a": [[-0.345, -0.449, -0.242], [-0.136, 0.076, -0.250], [0.717, -0.241, -0.629], [-2.916, 0.649, 3.115], [1.835, 1.874, 0.053], [-0.541, -1.435, -0.854], [1.191, 0.014, -0.791], [0.284, -1.903, -1.816], [0.177, 0.565, -0.023], [-0.163, -0.059, 0.403], [0.102, -0.172, 0.265], [-0.453, 0.383, 0.617], [0.097, 0.865, 0.722], [0.750, 0.651, -0.214], [-0.448, -0.745, -0.268], [-0.202, -0.113, 0.049], [0.500, -0.126, -0.176], [-0.064, 0.057, -0.320], [0.116, 0.238, 0.145], [0.038, -0.203, 0.106], [-0.197, -0.435, 0.157], [0.037, 0.204, 0.335], [0.040, 0.115, -0.077], [-0.039, 0.037, 0.039], [-0.047, 0.055, -0.018], [-0.048, 0.025, -0.045], [-0.064, 0.012, -0.071], [0.059, 0.141, -0.070], [-0.263, -0.527, 0.309], [-0.042, 0.223, -0.025], [0.392, -0.211, -0.037], [-0.065, 0.016, 0.083], [-0.079, 0.060, 0.051], [0.216, 0.047, -0.079], [0.070, -0.016, -0.046], [0.087, -0.009, -0.022], [0.042, 0.013, -0.077], [-0.080, 0.006, -0.086], [-0.034, 0.021, -0.006], [0.059, -0.147, -0.029], [-0.151, 0.689, 0.035], [-0.163, -0.170, 0.089], [0.162, 0.045, -0.124], [0.021, 0.072, 0.020], [-0.145, -0.044, 0.178], [0.195, -0.160, -0.163], [0.141, 0.267, -0.380], [-0.067, -0.090, -0.076], [-0.012, -0.064, -0.013], [-0.005, -0.058, 0.021], [-0.041, -0.024, 0.014], [-0.288, 0.117, -0.010], [-0.215, 0.461, -0.047], [-0.043, -0.164, -0.212], [0.111, 0.020, 0.241], [-0.045, 0.086, -0.027], [-0.071, -0.079, -0.205], [0.133, -0.067, 0.213], [0.025, -0.017, 0.058], [0.044, -0.045, 0.026], [0.025, -0.054, 0.010], [0.000, -0.063, -0.019], [0.009, -0.031, -0.053], [0.087, -0.026, 0.057], [-0.550, -0.130, 0.037], [-0.013, 0.169, -0.031], [0.114, -0.200, 0.110], [-0.110, -0.027, -0.001], [-0.042, 0.194, -0.100], [0.190, -0.143, 0.072], [-0.055, -0.146, 0.174], [0.070, 0.001, 0.018], [0.050, 0.031, -0.001], [0.043, 0.035, -0.027], [0.007, 0.055, -0.006], [-0.020, -0.059, -0.081], [0.020, 0.111, 0.596], [-0.076, -0.223, -0.137], [0.087, 0.212, -0.057], [-0.009, -0.012, 0.096], [-0.086, -0.230, 0.001], [0.112, 0.217, -0.236], [0.023, 0.035, -0.024], [0.000, 0.021, -0.061], [0.002, -0.004, -0.059], [0.001, -0.038, -0.069], [-0.051, -0.026, -0.022]],
  "lowdin_charge": [-0.500, 0.419, -0.264, -0.118, -0.089, -0.226, 0.005, -0.195, -0.104, -0.125, -0.129, 0.073, 0.082, 0.087, 0.087, 0.070, -0.281, -0.038, -0.076, -0.116, -0.113, -0.008, 0.122, 0.111, 0.105, 0.113, 0.127, 0.043, -0.289, -0.028, -0.085, -0.081, -0.069, -0.019, 0.099, 0.089, 0.105, 0.110, 0.114, 0.047, -0.278, 0.001, -0.050, -0.094, -0.096, -0.033, 0.075, 0.111, 0.100, 0.098, 0.109, 0.049, -0.284, -0.011, -0.085, -0.104, -0.088, -0.015, 0.121, 0.103, 0.098, 0.103, 0.119, 0.065, -0.275, 0.003, -0.063, -0.096, -0.091, -0.025, 0.082, 0.100, 0.095, 0.100, 0.112, 0.052, -0.295, -0.029, -0.092, -0.103, -0.077, -0.005, 0.113, 0.100, 0.097, 0.107, 0.124]
}


No. 4
{
  "formula": "C2H7N",
  "method": "ωB97M-V with the def2-TZVPD basis set",
  "spin_multiplicity": 2,
  "total_charge": -1,
  "homo_energy_ev": [1.66, -2.89],
  "relative_energy_kcal_mol": 23.0,
  "homo_lumo_gap_ev": [2.6, 7.1],
  "energy_ha": -135.02686,
  "s2": 0.7526,
  "symbols": ["N", "H", "H", "H", "C", "C", "H", "H", "H", "H"],
  "positions_angstrom": [[-2.545, -0.369, 0.864], [-2.507, 0.324, 1.589], [-1.662, -0.716, 0.538], [-3.074, -0.151, 0.067], [1.732, 0.810, -0.496], [1.525, -0.551, -0.609], [0.859, 1.387, -0.828], [2.530, 1.512, -0.143], [0.702, -1.151, -0.837], [2.441, -1.094, -0.146]],
  "forces_ev_per_a": [[0.041, -1.316, 0.788], [0.253, 0.265, -0.370], [0.693, 0.231, 0.362], [-0.877, 0.818, -0.775], [-1.697, 3.027, -0.496], [4.822, -1.528, 1.836], [0.182, 0.409, -0.008], [-0.343, -1.569, -0.172], [-1.397, -0.346, -0.353], [-1.676, 0.008, -0.812]],
  "lowdin_spin": [0.009, 0.002, 0.009, 0.001, 0.413, 0.386, 0.032, 0.059, 0.061, 0.028]
}


No. 5
{
  "formula": "C2H8N3",
  "method": "ωB97M-V with the def2-TZVPD basis set",
  "total_charge": 1,
  "homo_energy_ev": -16.23,
  "relative_energy_kcal_mol": 102.9,
  "homo_lumo_gap_ev": 11.3,
  "energy_ha": -244.90366,
  "smiles": "[H]/N=[N+](\\N)CC",
  "symbols": ["H", "N", "N", "N", "C", "C", "H", "H", "H", "H", "H", "H", "H"],
  "positions_angstrom": [[2.304, 1.804, 0.435], [1.688, 1.073, 0.739], [0.995, 0.519, -0.090], [0.652, 0.867, -1.297], [0.252, -0.775, 0.448], [-1.229, -0.575, 0.580], [0.087, 0.100, -1.624], [0.760, 1.682, -1.874], [0.590, -1.574, -0.172], [0.496, -0.827, 1.504], [-1.335, 0.153, 1.433], [-1.843, -0.183, -0.315], [-1.654, -1.451, 0.864]],
  "forces_ev_per_a": [[-0.085, 1.038, -0.746], [0.946, -0.723, 1.119], [-0.880, -0.236, 1.819], [-1.026, -2.205, -1.008], [-0.283, 1.487, 0.260], [-0.416, 4.397, -1.454], [-0.240, 0.470, -1.003], [0.707, 0.631, 0.601], [0.346, -0.589, -0.344], [1.318, -0.299, -0.385], [-0.376, -0.614, -0.960], [1.202, -0.618, 1.209], [-1.212, -2.740, 0.893]],
  "lowdin_charge": [0.117, 0.249, -0.241, 0.209, -0.093, -0.072, 0.128, 0.165, 0.125, 0.128, 0.114, 0.119, 0.051]
}